[1]
Formula: CH5N3O3P
Source: the Open Molecules 2025 dataset
Level of theory: ωB97M-V/def2-TZVPD

Last column: Löwdin charge in e.
Cartesian coordinates (Å):
C: 0.305 0.091 2.622  -0.42
N: -0.331 1.112 2.381  0.17
N: 0.975 -0.561 3.359  0.11
N: 0.848 -0.963 -0.922  -0.21
O: -1.436 -0.816 -2.393  -0.29
O: -1.228 0.848 -0.428  -0.41
O: 0.353 1.045 -2.338  -0.18
P: -0.331 -0.003 -1.316  0.23
H: -0.853 1.260 1.595  -0.03
H: 0.969 0.455 -2.656  -0.02
H: 1.911 -0.911 3.111  0.07
H: -1.806 0.024 -2.845  0.06
H: 0.624 -1.580 -0.170  -0.08

Calculated values
Total charge: -1
Orbital gap in eV: 8.542
Maximum force in Eh/bohr: 0.097
Calculated total energy in eV: -21022.66520
Multiplicity: 1
ΔE to the lowest compared entry with this formula, charge and spin in kJ/mol: 142.5

=====

[2]
Formula: CH5N3O3S
Source: the Open Molecules 2025 dataset
Level of theory: ωB97M-V/def2-TZVPD

Last column: Löwdin charge in e.
Cartesian coordinates (Å):
C: 1.440 -0.647 0.944  -0.47
N: 2.280 1.222 -0.445  0.03
N: -1.282 -1.173 -0.607  -0.15
N: 2.031 -0.088 0.079  0.04
O: 1.006 -1.568 1.488  0.08
O: -0.676 1.034 0.276  -0.44
O: -2.770 -0.015 0.827  -0.28
S: -1.134 -0.225 0.763  0.84
H: 1.324 1.655 -0.578  0.08
H: 2.814 1.094 -1.334  0.10
H: -0.392 -1.679 -0.678  0.05
H: -1.542 -0.425 -1.294  0.08
H: -3.099 0.816 0.560  0.03

Calculated values
Orbital gap in eV: 9.931
Maximum force in Eh/bohr: 0.083
Calculated total energy in eV: -22563.12646
Multiplicity: 1
ΔE to the lowest compared entry with this formula, charge and spin in kJ/mol: 196.0

=====

[3]
Formula: CH5N3OS
Source: the Open Molecules 2025 dataset
Level of theory: ωB97M-V/def2-TZVPD

Last column: Löwdin charge in e.
Cartesian coordinates (Å):
C: -0.833 0.537 -0.122  -0.34
N: -0.872 -0.841 0.113  -0.13
N: 0.316 1.224 0.551  -0.21
N: 0.485 -1.268 0.126  -0.31
O: 1.977 0.461 -1.066  -0.53
S: 1.628 0.070 0.298  0.84
H: -0.531 0.747 -1.150  0.10
H: -1.756 0.919 0.141  0.10
H: -1.416 -1.263 0.860  0.12
H: -0.024 1.188 1.538  0.08
H: 1.026 -1.772 -1.289  0.27

Calculated values
Orbital gap in eV: 9.524
Maximum force in Eh/bohr: 0.091
Calculated total energy in eV: -18466.33684
Multiplicity: 1
ΔE to the lowest compared entry with this formula, charge and spin in kJ/mol: 395.4

=====

[4]
Formula: CH5N3S
Source: the Open Molecules 2025 dataset
Level of theory: ωB97M-V/def2-TZVPD

Last column: Löwdin charge in e.
Cartesian coordinates (Å):
C: 0.281 0.405 -0.105  -0.96
H: -1.974 -0.430 0.993  0.03
H: -2.094 -1.007 -0.580  0.11
H: -1.443 1.630 -0.249  0.19
H: 0.747 2.236 0.882  0.22
H: 2.307 1.223 -0.157  0.10
N: -2.153 -0.170 0.091  0.04
N: -0.988 0.630 -0.184  -0.15
N: 1.267 1.463 0.007  -0.04
S: 0.868 -1.221 0.022  0.46

Calculated values
Orbital gap in eV: 8.397
Maximum force in Eh/bohr: 0.136
Calculated total energy in eV: -16420.85586
Multiplicity: 1
ΔE to the lowest compared entry with this formula, charge and spin in kJ/mol: 237.8

=====

[5]
Formula: CH5N3S
Source: the Open Molecules 2025 dataset
Level of theory: ωB97M-V/def2-TZVPD

Last column: Löwdin charge in e.
Cartesian coordinates (Å):
N: 1.552 -0.712 -0.250  -0.09
N: 1.275 0.752 -0.199  -0.08
C: 0.077 1.081 -0.043  -0.31
N: -0.834 0.000 0.354  -0.51
S: -2.346 -0.038 -0.335  0.63
H: 2.442 -0.874 -0.916  0.12
H: 1.885 -1.048 0.774  0.13
H: -0.372 2.129 -0.188  0.13
H: -0.347 -0.915 0.056  0.06
H: -3.333 -0.375 0.746  -0.08

Calculated values
SMILES string: N/N=C\NS
Orbital gap in eV: 9.812
Maximum force in Eh/bohr: 0.069
Calculated total energy in eV: -16420.71149
Multiplicity: 1
ΔE to the lowest compared entry with this formula, charge and spin in kJ/mol: 251.7

=====

[6]
Formula: CH5N3S
Source: the Open Molecules 2025 dataset
Level of theory: ωB97M-V/def2-TZVPD

Last column: Löwdin charge in e.
Cartesian coordinates (Å):
H: 1.634 -1.197 0.649  0.05
N: 0.709 -0.785 0.840  -0.05
C: 0.229 -0.062 -0.172  -0.68
N: 0.590 0.335 -1.374  0.05
N: -1.273 0.163 -0.119  -0.32
S: -1.697 -0.476 1.586  0.62
H: 1.714 0.063 -1.850  0.25
H: -0.138 1.000 -1.756  0.11
H: -1.244 1.290 -0.079  0.10
H: -0.523 -0.331 2.277  -0.14

Calculated values
SMILES string: [H]/N=C(\N)NS
Orbital gap in eV: 8.525
Maximum force in Eh/bohr: 0.111
Calculated total energy in eV: -16420.57655
Multiplicity: 1
ΔE to the lowest compared entry with this formula, charge and spin in kJ/mol: 264.8

=====

[7]
Formula: CH5N3S2
Source: the Open Molecules 2025 dataset
Level of theory: ωB97M-V/def2-TZVPD

Last column: Löwdin charge in e.
Cartesian coordinates (Å):
N: 1.023 -1.072 0.173  0.10
C: 0.094 -0.170 0.018  -0.61
N: 0.226 1.251 -0.298  -0.36
S: 1.589 2.269 0.256  0.67
N: -1.216 -0.598 0.211  -0.46
S: -1.845 -2.101 -0.262  0.66
H: 2.007 -0.894 0.011  0.03
H: -0.404 1.690 -0.893  0.03
H: 2.470 2.232 -0.904  -0.11
H: -1.974 0.060 0.486  0.09
H: -1.971 -2.666 1.203  -0.03

Calculated values
SMILES string: N=C(NS)NS
Orbital gap in eV: 9.399
Maximum force in Eh/bohr: 0.075
Calculated total energy in eV: -27256.74205
Multiplicity: 1
ΔE to the lowest compared entry with this formula, charge and spin in kJ/mol: 132.5

=====

[8]
Formula: CH5N3S2
Source: the Open Molecules 2025 dataset
Level of theory: ωB97M-V/def2-TZVPD

Last column: Löwdin charge in e.
Cartesian coordinates (Å):
N: -0.308 -0.560 1.141  0.10
C: 0.005 -0.134 0.009  -0.69
N: 1.052 0.745 -0.356  -0.38
S: 1.820 1.613 0.908  0.72
N: -0.606 -0.546 -1.197  -0.39
S: -2.128 -1.334 -0.969  0.71
H: 0.339 -0.360 1.895  0.03
H: 0.844 1.258 -1.188  0.07
H: 0.795 2.471 1.345  -0.10
H: 0.048 -1.101 -1.750  0.08
H: -1.862 -2.051 0.162  -0.14

Calculated values
SMILES string: N=C(NS)NS
Orbital gap in eV: 9.719
Maximum force in Eh/bohr: 0.032
Calculated total energy in eV: -27257.85618
Multiplicity: 1
ΔE to the lowest compared entry with this formula, charge and spin in kJ/mol: 25.0

=====

[9]
Formula: CH5N4
Source: the Open Molecules 2025 dataset
Level of theory: ωB97M-V/def2-TZVPD

Last column: Löwdin charge in e.
Cartesian coordinates (Å):
C: -0.265 0.669 -0.037  -0.22
N: -1.125 -1.376 -0.100  0.18
N: -0.973 -0.305 0.583  0.01
N: 0.912 1.006 0.460  0.09
N: 0.975 0.199 -0.681  0.15
H: -1.920 -1.867 0.113  0.06
H: -1.555 -0.069 1.369  0.18
H: 1.449 1.891 0.437  0.18
H: 1.400 -0.680 -0.509  0.16
H: 1.102 0.532 -1.636  0.19

Calculated values
Total charge: +1
Orbital gap (alpha / beta) in eV: 8.149 / 8.880
Maximum force in Eh/bohr: 0.114
Calculated total energy in eV: -7065.59396
Multiplicity: 1
ΔE to the lowest compared entry with this formula, charge and spin in kJ/mol: 409.4

=====

[10]
Formula: CH5N5
Source: the Open Molecules 2025 dataset
Level of theory: ωB97M-V/def2-TZVPD

Last column: Löwdin charge in e.
Cartesian coordinates (Å):
C: 2.476 0.008 -0.061  -0.13
N: 1.141 -0.585 -0.025  -0.06
N: 0.233 0.286 0.085  -0.04
N: -0.923 -0.496 -0.070  -0.07
N: -1.762 0.167 0.626  -0.08
N: -2.999 -0.047 0.142  0.01
H: 3.125 -0.630 -0.669  0.07
H: 2.882 0.053 0.954  0.07
H: 2.500 1.009 -0.503  0.07
H: -3.031 -0.489 -0.772  0.09
H: -3.642 0.723 0.294  0.09

Calculated values
SMILES string: C/N=N/N=N/N
Orbital gap in eV: 9.328
Maximum force in Eh/bohr: 0.098
Calculated total energy in eV: -8564.47131
Multiplicity: 1
ΔE to the lowest compared entry with this formula, charge and spin in kJ/mol: 198.6